ORCA calculation (the ωB97M-V functional and the def2-TZVPD basis) on a cluster of 2 separate species, C6H9NO2S2 in total in a non-equilibrium geometry.

Total charge: 0
M in g mol⁻¹: 191.28
Lowest unoccupied orbital energy (spin up / spin down) in eV: -0.5 / -0.5

Element x y z (Å)
C -2.936 0.416 0.137
C -1.579 0.404 0.480
C -3.109 0.596 -1.214
C -0.680 0.360 -0.563
C 1.476 -1.093 1.173
C 0.742 0.503 -0.548
N 1.625 0.072 0.367
O 1.036 3.061 -1.421
O 2.929 1.575 -1.876
S -1.582 0.538 -2.013
S 1.464 1.516 -2.038
H -3.842 0.519 0.888
H -1.128 0.274 1.498
H -4.042 0.592 -1.911
H 0.417 -1.277 1.447
H 1.914 -2.005 0.634
H 2.029 -1.095 2.077
H 1.271 -0.541 -2.161
H 1.855 3.421 -1.245
H 2.483 0.496 0.450

Atomic partial charges in e from the Mulliken method, atoms 1 to 8:
1 C -0.533
2 C -0.512
3 C -0.243
4 C 0.565
5 C -0.933
6 C -0.084
7 N -0.140
8 O -0.486